Here is C44H70Ge2N4O2P3Rb as an isolated structure in a non-equilibrium geometry from the Open Molecules 2025 dataset. Energies are from ωB97M-V/def2-TZVPD.

Last column: Mulliken charge in e.
Atoms and positions in Å:
Rb 0.0981 -0.9779 -0.1504  0.6705
C 0.6362 4.7320 -1.7061  -1.0412
C -0.6909 4.1097 -2.1612  0.2583
C -1.8114 5.1325 -1.9900  -1.5868
P -0.9029 2.4702 -1.2833  1.6814
C -2.0309 1.4508 -2.3888  2.7399
C -2.8235 2.1766 -3.4773  -1.5417
C -2.9865 0.5704 -1.5713  -1.1415
C -1.8457 2.8098 0.2197  0.3134
C -3.1917 3.2089 0.1937  -0.1767
C -3.9273 3.3968 1.3439  -1.0301
C -3.2999 3.1593 2.5707  -1.0833
C -1.9784 2.7781 2.6282  -0.1727
C -1.1831 2.6131 1.4627  -1.3660
N 0.1414 2.2384 1.5379  0.6371
C 0.8786 2.7582 2.5772  -0.7232
C 0.6489 4.0633 3.0965  -0.2890
C 1.4055 4.5895 4.1199  -0.9532
C 2.4463 3.8543 4.6958  -0.9200
C 2.7103 2.5965 4.1961  -0.1848
C 1.9638 2.0366 3.1499  -0.0885
P 2.3251 0.4065 2.4443  2.1595
C 1.3892 -0.7542 3.5529  1.0408
C 1.5577 -2.2220 3.1357  -1.3266
C 1.6579 -0.5740 5.0424  -1.5119
C 4.1234 0.1556 2.8472  0.0322
C 4.9535 1.2601 2.1882  -1.5284
C 4.6288 -1.2097 2.3543  -1.3818
H 0.7718 5.7190 -2.1572  0.5006
H 1.4947 4.1195 -2.0035  0.0629
H 0.6506 4.8658 -0.6169  0.1667
H -0.5998 3.8506 -3.2185  0.4379
H -1.9634 5.3709 -0.9356  0.3178
H -2.7620 4.7897 -2.3982  0.2351
H -1.5440 6.0579 -2.5108  0.5093
H -1.3159 0.7917 -2.8966  -1.2999
H -3.5823 2.8374 -3.0516  0.2534
H -3.3500 1.4337 -4.0891  0.4111
H -2.1933 2.7637 -4.1473  0.3598
H -3.8394 1.1449 -1.2152  0.3893
H -2.5275 0.1376 -0.6823  0.2940
H -3.3689 -0.2395 -2.1916  -0.0559
H -3.6728 3.3872 -0.7619  0.3582
H -4.9604 3.7183 1.2962  0.4713
H -3.8600 3.2753 3.4931  0.4014
H -1.5146 2.5964 3.5909  0.5472
H -0.1513 4.6539 2.6655  0.5279
H 1.1897 5.5900 4.4799  0.3994
H 3.0363 4.2612 5.5071  0.4636
H 3.5238 2.0315 4.6396  0.2435
H 0.3553 -0.4550 3.3534  0.1550
H 2.4239 -2.6649 3.6253  0.4127
H 1.6984 -2.3404 2.0596  0.2379
H 0.6836 -2.8101 3.4273  0.1783
H 2.6800 -0.8688 5.2975  0.3007
H 0.9829 -1.2131 5.6217  0.3884
H 1.5026 0.4550 5.3638  0.3990
H 4.2566 0.2057 3.9277  0.5895
H 4.9887 1.1014 1.1030  0.0718
H 5.9849 1.2213 2.5490  0.5388
H 4.5674 2.2606 2.3817  0.2906
H 4.2689 -1.4170 1.3425  0.0359
H 4.3137 -2.0285 3.0001  0.2958
H 5.7244 -1.2166 2.3361  0.4621
C -0.6056 -4.0319 -5.9487  -1.2695
Ge -0.1752 -2.7540 -4.5494  0.3991
C 1.6868 -3.0674 -3.9611  -0.5051
C -0.1067 -0.9740 -5.3559  -0.8500
Ge -1.4740 -2.7429 -2.4644  -0.1690
C -3.3454 -2.6791 -3.0238  -0.2074
C -4.3661 -3.2785 -2.2806  -0.3250
C -5.6858 -3.2052 -2.7078  -0.7539
C -6.0047 -2.5251 -3.8775  -0.5147
C -5.0017 -1.9199 -4.6244  -0.7549
C -3.6832 -1.9889 -4.1938  0.4307
C -1.2530 -4.4935 -1.5942  0.5981
C -1.7103 -4.7002 -0.2867  -0.2649
C -1.6011 -5.9474 0.3176  -0.6235
C -1.0229 -7.0051 -0.3730  -0.6066
C -0.5537 -6.8113 -1.6665  -0.7867
C -0.6588 -5.5625 -2.2684  0.0177
H 0.0959 -3.8463 -6.7664  0.4296
H -1.6248 -3.8783 -6.3087  0.3700
H -0.5067 -5.0655 -5.6131  0.4021
H 2.3617 -2.9012 -4.8114  0.6702
H 1.8433 -4.0704 -3.5542  0.4190
H 1.8444 -2.3264 -3.1705  -0.5519
H 0.6745 -0.9697 -6.1223  0.5401
H 0.1284 -0.2282 -4.5914  -0.0641
H -1.0517 -0.7035 -5.8346  0.4485
H -4.1323 -3.8256 -1.3743  0.3553
H -6.4669 -3.6824 -2.1295  0.4236
H -7.0350 -2.4653 -4.2056  0.3874
H -5.2473 -1.3929 -5.5385  0.4266
H -2.9108 -1.4947 -4.7761  0.2219
H -2.1585 -3.8825 0.2646  0.2917
H -1.9692 -6.0975 1.3262  0.4365
H -0.9365 -7.9780 0.0949  0.3872
H -0.1052 -7.6350 -2.2091  0.4201
H -0.2922 -5.4354 -3.2814  -0.0771
N 4.3661 -1.8214 -2.9185  -0.1093
C 3.8570 -0.4428 -3.2495  -1.0099
P 2.6606 -0.0637 -1.8797  0.9156
O 3.0821 -1.1028 -0.8620  -0.8321
O 1.2384 -0.0239 -2.3121  -0.3864
C 3.1359 1.6011 -1.3351  -0.6214
N 2.1233 2.0568 -0.3490  1.5277
H 3.8240 -2.5299 -3.4053  0.2651
H 4.1267 -1.9254 -1.8992  0.2715
H 5.3537 -1.9548 -3.1087  0.3954
H 3.3860 -0.4337 -4.2284  0.2725
H 4.6944 0.2531 -3.2356  0.5662
H 3.1399 2.2725 -2.1950  0.4344
H 4.1268 1.5863 -0.8844  0.4478
H 2.0617 1.4223 0.4765  -1.5759
H 1.1460 2.0604 -0.7316  -1.8866
H 2.2910 2.9899 0.0242  0.7218
C -2.3737 -3.5890 4.7412  -1.0948
C -3.2241 -2.9422 3.6386  -0.2960
C -2.3869 -2.3159 2.6030  -0.1824
N -1.7174 -1.8393 1.7993  -0.0038
H -3.0239 -4.0765 5.4662  0.3815
H -1.7794 -2.8381 5.2619  0.2608
H -1.6983 -4.3366 4.3249  0.3151
H -3.8771 -2.1744 4.0503  0.3181
H -3.8614 -3.6797 3.1525  0.3165

Cartesian forces (eV/Å) of the 3 atoms listed first:
-0.0600 0.2449 0.9370
-0.0038 0.0195 0.0174
0.0157 0.0481 0.1718

Summary:
<S²>   0.755
Lowest unoccupied orbital energy (spin up / spin down)   -0.092 / -0.131 Eh
Gap between HOMO and LUMO (spin up / spin down)   5.414 / 4.358 eV
Total charge   +1
2S+1   2

Here is C19H35BCoNO2P as an isolated structure in a non-equilibrium geometry from the Open Molecules 2025 dataset. Energies are from ωB97M-V/def2-TZVPD.

Last column: Mulliken charge in e.
Atoms and positions in Å:
C 1.1802 3.9640 2.0885  -0.7735
C 0.0598 3.1746 2.3487  -0.5795
C -0.2114 2.0227 1.5777  0.5546
C 0.7512 1.5783 0.6651  0.5236
C 1.8464 2.3926 0.3645  0.8123
C 2.0595 3.5884 1.0723  -0.8091
C -1.5273 1.3177 1.7258  -0.5274
C -2.3582 1.2894 0.4199  -0.2352
N -3.2975 2.3771 0.2804  -0.0205
Co 0.9058 -0.3183 -0.0451  -0.5665
C 2.7959 1.9582 -0.7153  -1.1895
P 2.0216 0.5500 -1.6343  1.0997
H -0.6396 3.4488 3.1418  0.4032
H 2.9243 4.2008 0.8141  0.4320
H 1.3614 4.8710 2.6658  0.3575
H 3.7583 1.5963 -0.3131  0.4428
H 3.0063 2.7564 -1.4433  0.4387
H -1.3625 0.2638 2.0001  -0.6634
H -2.1245 1.7936 2.5147  0.5738
H -1.6793 1.2342 -0.4590  0.1535
C 3.3990 -0.2460 -2.4634  -1.3161
C 1.0495 1.3867 -2.9116  -1.3565
H -2.9523 0.3609 0.3869  0.3039
C -2.8153 3.7201 0.4704  -0.9063
C -4.2700 2.2034 -0.7672  -1.0390
H 0.6985 -1.4407 -1.2028  -0.0990
H -3.5857 4.4248 0.1220  0.4174
H -2.6216 3.9132 1.5349  0.2388
H -1.8710 3.9212 -0.0679  0.2197
H -5.2292 2.6495 -0.4716  0.3077
H -3.9627 2.6820 -1.7148  0.3426
H -4.4096 1.1307 -0.9410  0.3487
H 1.7357 1.7711 -3.6767  0.3962
H 0.3588 0.6611 -3.3571  0.3556
H 0.4717 2.2101 -2.4723  0.3639
H 3.8753 0.4745 -3.1414  0.3956
H 4.1207 -0.6089 -1.7195  0.3737
H 3.0074 -1.0936 -3.0376  0.4073
H 1.4193 -1.6200 -0.8648  -0.2020
C 0.2958 -4.1957 3.5669  -1.7618
C 0.1119 -3.6868 2.1478  1.7190
C 0.7551 -4.7159 1.2134  -1.9392
O 0.8365 -2.4633 2.0356  -0.3852
B 0.1103 -1.7300 1.0951  0.2504
O -1.2366 -2.0908 0.9935  -0.2754
C -1.3747 -3.3048 1.7355  1.6548
C -2.0831 -4.3092 0.8401  -1.8055
C -2.2782 -3.0209 2.9319  -2.1308
H -0.0675 -3.4818 4.3144  0.3361
H 1.3631 -4.3765 3.7473  0.4521
H -0.2337 -5.1476 3.6883  0.3582
H 1.8085 -4.8491 1.4947  0.4951
H 0.2611 -5.6901 1.3253  0.3755
H 0.7180 -4.4184 0.1563  0.2906
H -2.2736 -5.2376 1.3951  0.3702
H -3.0508 -3.8992 0.5259  0.4308
H -1.5018 -4.5489 -0.0576  0.3362
H -1.8210 -2.3156 3.6384  0.3275
H -3.2316 -2.6009 2.5869  0.4711
H -2.5014 -3.9575 3.4603  0.4506

Cartesian forces (eV/Å) of the 3 atoms listed first:
0.1192 -0.2432 -0.1039
-0.1648 -0.3987 -0.3840
0.5564 0.9423 0.7047

Summary:
<S²>   3.778
Lowest unoccupied orbital energy (spin up / spin down)   0.018 / 0.000 Eh
Gap between HOMO and LUMO (spin up / spin down)   6.080 / 7.590 eV
2S+1   4

Here is one molecule with the formula C4H3N2P in a non-equilibrium geometry from the Open Molecules 2025 dataset. Energies are from ωB97M-V/def2-TZVPD.

Last column: Mulliken charge in e.
Atoms and positions in Å:
C 0.3485 2.2300 -1.1657  0.4395
C 0.3054 0.5623 0.8339  -0.2560
C 0.1309 -0.7793 1.0370  -0.2334
C 0.3821 1.2348 -0.3054  -0.1366
N 0.4057 3.0648 -1.9810  -0.4337
N -1.0549 -1.1337 -1.7085  -0.4497
P -0.7512 -1.6570 -0.3241  0.2772
H 0.5099 1.0785 1.7242  0.3455
H 0.3404 -1.4361 1.9005  0.3591
H -0.6168 -3.1644 -0.0107  0.0882

Cartesian forces (eV/Å) of the 3 atoms listed first:
0.3204 0.4584 -0.3363
0.7703 0.0404 0.2375
-1.6353 -3.0758 -1.6459

Summary:
Lowest unoccupied orbital energy (spin up / spin down)   -0.100 / -0.062 Eh
Gap between HOMO and LUMO (spin up / spin down)   6.207 / 7.442 eV

Here is a 2-piece molecular cluster, C8H8 overall in a non-equilibrium geometry from the Open Molecules 2025 dataset. Energies are from ωB97M-V/def2-TZVPD.

Last column: Mulliken charge in e.
Atoms and positions in Å:
C 0.9932 -1.4064 -0.2160  -0.0210
C 0.7962 -0.8155 0.9782  -0.5368
C 0.5963 0.5537 1.0204  0.0046
C 0.6242 1.3841 -0.0804  -0.7070
C 0.8367 0.6928 -1.2487  0.0225
C 0.8908 -0.6735 -1.3915  -0.7667
H 1.2632 -2.4444 -0.4585  0.2986
H 1.0777 -1.3393 1.9089  0.3326
H 0.6829 0.9102 2.0546  0.3169
H 0.1874 2.2916 0.1278  0.3919
H 1.0353 1.0921 -2.3409  0.1428
H 1.0937 -1.1322 -2.2920  0.4924
C -2.7947 0.2407 1.0367  -0.2534
C -2.3301 0.3075 -0.0829  -0.2844
H -3.3145 0.3168 2.0104  0.3584
H -1.6382 0.0218 -1.0262  0.2087

Cartesian forces (eV/Å) of the 3 atoms listed first:
-0.2552 -2.1015 -2.5467
1.3470 -0.1294 1.5394
0.9777 -0.3757 2.0273

Summary:
Lowest unoccupied orbital energy   0.040 Eh
SMILES string   c1ccccc1.C#C
Gap between HOMO and LUMO   10.382 eV
ΔE to the lowest compared entry with this formula, charge and spin   3.4620 eV

Here is one molecule with the formula C4H7NO in a non-equilibrium geometry from the Open Molecules 2025 dataset. Energies are from ωB97M-V/def2-TZVPD.

Last column: Mulliken charge in e.
Atoms and positions in Å:
C -0.7024 0.6025 -1.2183  -1.0508
C 0.0569 0.2896 0.1486  0.5894
C 1.5798 0.3620 0.2086  -0.2631
O 2.2850 0.4945 1.1866  -0.4570
C -0.5868 -0.3588 1.3374  -0.3451
N -0.6219 -1.0567 0.1008  -0.4567
H -0.9103 -0.2746 -1.8876  0.2784
H -1.6906 1.0033 -0.9965  0.3015
H -0.0730 1.2680 -1.7802  0.3962
H 2.0409 0.2737 -0.7912  0.3209
H 0.0736 -0.8507 2.0449  0.2331
H -1.5299 -0.0063 1.7435  0.2257
H 0.0786 -1.7465 -0.0967  0.2276

Cartesian forces (eV/Å) of the 3 atoms listed first:
0.5081 1.4424 0.0765
-0.7035 -1.2553 -1.6789
-0.1355 -0.1599 -0.2308

Summary:
Lowest unoccupied orbital energy   0.023 Eh
SMILES string   C[C@@]1(C=O)CN1
Gap between HOMO and LUMO   9.863 eV
ΔE to the lowest compared entry with this formula, charge and spin   4.0426 eV

| no. | E (Ha) |
| --- | --- |
| 1 | -7289.9438 |
| 2 | -2699.0674 |
| 3 | -604.8258 |
| 4 | -309.4866 |
| 5 | -286.4831 |